# 1
{
  "formula": "C17H18F13N2O8S2",
  "method": "ωB97M-V/def2-TZVPD",
  "species": ["F", "C", "F", "F", "C", "F", "F", "C", "F", "F", "C", "F", "F", "C", "F", "F", "C", "F", "F", "C", "C", "N", "C", "C", "C", "C", "C", "N", "H", "H", "H", "H", "H", "H", "H", "H", "H", "H", "C", "C", "O", "S", "O", "O", "O", "H", "H", "H", "H", "C", "C", "O", "S", "O", "O", "O", "H", "H", "H", "H"],
  "xyz": [[0.012, 1.970, 0.283], [-1.033, 1.560, 0.994], [-1.898, 2.586, 1.052], [-1.659, 0.549, 0.414], [-0.639, 1.251, 2.479], [-1.742, 0.765, 3.062], [-0.313, 2.412, 3.038], [0.506, 0.224, 2.609], [0.210, -0.810, 1.782], [1.637, 0.787, 2.131], [0.702, -0.372, 4.036], [-0.110, -1.406, 4.202], [0.305, 0.570, 4.918], [2.170, -0.720, 4.419], [2.094, -1.196, 5.670], [2.911, 0.387, 4.487], [2.859, -1.816, 3.539], [1.952, -2.627, 2.948], [3.555, -2.603, 4.386], [3.885, -1.269, 2.536], [3.879, -2.061, 1.222], [2.763, -1.574, 0.353], [2.937, -1.883, -1.108], [2.466, -0.984, -2.002], [2.597, -1.297, -3.329], [3.184, -2.487, -3.655], [3.627, -3.295, -2.650], [3.514, -3.020, -1.356], [3.785, -0.199, 2.370], [4.869, -1.413, 2.970], [4.841, -1.958, 0.737], [3.734, -3.109, 1.452], [2.581, -0.577, 0.472], [1.905, -2.061, 0.628], [1.998, -0.058, -1.696], [2.227, -0.634, -4.082], [3.286, -2.779, -4.685], [4.081, -4.241, -2.914], [-2.355, -0.941, -6.059], [-2.096, -2.431, -5.985], [-0.885, -2.618, -6.734], [0.051, -1.334, -6.572], [1.018, -1.593, -5.554], [0.436, -0.885, -7.853], [-1.050, -0.345, -5.963], [-2.793, -0.656, -7.016], [-2.989, -0.588, -5.250], [-2.900, -3.020, -6.416], [-1.916, -2.756, -4.958], [-4.217, 4.666, 2.799], [-5.000, 3.533, 2.170], [-6.369, 3.891, 2.369], [-6.521, 5.491, 2.318], [-6.931, 5.872, 1.018], [-7.210, 5.910, 3.480], [-4.959, 5.843, 2.473], [-4.181, 4.570, 3.887], [-3.205, 4.740, 2.409], [-4.790, 2.571, 2.632], [-4.815, 3.469, 1.095]],
  "gap_ev": 9.8222,
  "lumo_ha": -0.105,
  "homo_ev": -12.7,
  "charge": 1,
  "largest_force_ha_per_bohr": 0.030
}

---

# 2
{
  "formula": "C17H18F2N",
  "method": "ωB97M-V/def2-TZVPD",
  "species": ["F", "C", "C", "C", "C", "C", "C", "C", "C", "C", "C", "C", "F", "C", "C", "C", "C", "H", "H", "H", "H", "H", "H", "H", "H", "H", "H", "H", "C", "N", "C", "H", "H", "H", "H", "H", "H", "H"],
  "xyz": [[-2.697, 3.247, 1.411], [-2.935, 2.078, 0.717], [-4.215, 1.846, 0.217], [-4.401, 0.756, -0.649], [-3.316, -0.042, -1.010], [-2.085, 0.136, -0.374], [-0.925, -0.841, -0.570], [0.367, -0.053, -0.674], [1.641, -0.473, -0.510], [2.748, 0.428, -0.239], [2.571, 1.827, -0.097], [3.704, 2.635, -0.022], [3.541, 3.997, 0.047], [5.002, 2.129, -0.013], [5.160, 0.735, -0.030], [4.055, -0.103, -0.133], [-1.858, 1.222, 0.469], [-5.027, 2.539, 0.434], [-5.393, 0.510, -1.038], [-3.403, -0.846, -1.753], [-1.094, -1.438, -1.475], [0.222, 0.973, -1.035], [1.958, -1.509, -0.689], [1.579, 2.274, -0.079], [5.858, 2.799, 0.007], [6.161, 0.303, 0.017], [4.166, -1.188, -0.190], [-0.859, 1.453, 0.852], [0.149, -2.816, 0.481], [-0.945, -1.791, 0.510], [-2.287, -2.474, 0.639], [0.953, -2.509, 1.155], [-0.260, -3.781, 0.794], [0.500, -2.882, -0.549], [-0.834, -1.227, 1.371], [-3.043, -1.771, 1.018], [-2.575, -2.836, -0.361], [-2.183, -3.307, 1.347]],
  "gap_ev": 8.4608,
  "lumo_ha": -0.118,
  "homo_ev": -11.7,
  "charge": 1,
  "largest_force_ha_per_bohr": 0.059,
  "smiles": "C[NH+](C)[C@H](/C=C/c1cccc(F)c1)c1cccc(F)c1"
}

---

# 3
{
  "formula": "C17H18F3N2",
  "method": "ωB97M-V/def2-TZVPD",
  "species": ["C", "N", "C", "N", "C", "H", "H", "H", "H", "H", "H", "H", "H", "F", "C", "F", "F", "C", "C", "C", "C", "C", "C", "C", "C", "C", "C", "C", "C", "C", "H", "H", "H", "H", "H", "H", "H", "H", "H", "H"],
  "xyz": [[-3.844, -2.924, -0.327], [-3.210, -1.632, -0.614], [-4.232, -0.559, -0.662], [-1.969, -1.541, -0.402], [-1.172, -0.350, -0.545], [-4.794, -2.987, -0.892], [-3.158, -3.733, -0.602], [-4.089, -3.021, 0.765], [-5.149, -1.039, -1.028], [-4.483, -0.134, 0.328], [-3.958, 0.257, -1.338], [-0.752, 0.025, 0.428], [-1.730, 0.412, -1.150], [1.651, 5.851, -0.602], [2.374, 4.990, -1.379], [2.091, 5.287, -2.680], [3.697, 5.281, -1.176], [2.057, 3.560, -1.056], [2.240, 2.561, -2.021], [1.802, 1.260, -1.731], [1.085, 0.981, -0.560], [0.245, -0.351, -0.394], [0.968, -1.274, 0.738], [1.193, -2.623, 0.458], [1.424, -3.535, 1.493], [1.509, -3.089, 2.820], [1.456, -1.714, 3.088], [1.271, -0.812, 2.027], [1.110, 1.948, 0.449], [1.575, 3.242, 0.202], [2.696, 2.806, -2.980], [2.041, 0.464, -2.448], [0.327, -0.894, -1.326], [1.209, -2.953, -0.590], [1.549, -4.596, 1.262], [1.648, -3.798, 3.644], [1.591, -1.338, 4.104], [1.425, 0.244, 2.246], [0.774, 1.738, 1.464], [1.534, 3.991, 0.990]],
  "gap_ev": 7.2160,
  "lumo_ha": -0.180,
  "homo_ev": -12.1,
  "charge": 1,
  "largest_force_ha_per_bohr": 0.198
}

---

# 4
{
  "formula": "C17H18F3N2O8RuS2",
  "method": "ωB97M-V/def2-TZVPD",
  "species": ["Ru", "C", "C", "C", "C", "C", "C", "C", "S", "O", "O", "N", "C", "C", "C", "C", "C", "N", "H", "H", "H", "H", "H", "H", "H", "H", "H", "H", "H", "C", "C", "C", "O", "C", "O", "O", "H", "H", "H", "H", "H", "H", "H", "F", "C", "F", "F", "S", "O", "O", "O"],
  "xyz": [[-0.378, -0.067, -0.800], [5.317, 1.173, 3.650], [4.213, 1.464, 2.674], [4.002, 0.646, 1.570], [2.995, 0.920, 0.657], [2.192, 2.027, 0.865], [2.385, 2.870, 1.955], [3.393, 2.579, 2.852], [0.885, 2.403, -0.232], [1.066, 1.647, -1.492], [0.728, 3.824, -0.319], [-0.412, 1.657, 0.413], [-1.606, 2.075, -0.194], [-2.311, 3.266, -0.118], [-3.499, 3.324, -0.823], [-3.948, 2.232, -1.569], [-3.183, 1.088, -1.615], [-2.029, 1.049, -0.938], [5.684, 0.154, 3.540], [4.978, 1.308, 4.677], [6.158, 1.851, 3.490], [4.630, -0.223, 1.419], [2.839, 0.282, -0.200], [1.755, 3.739, 2.086], [3.550, 3.227, 3.706], [-1.932, 4.092, 0.464], [-4.092, 4.228, -0.794], [-4.882, 2.276, -2.110], [-3.452, 0.195, -2.162], [-2.513, -3.944, -1.011], [-2.587, -2.874, 0.059], [-3.344, -3.354, 1.295], [-3.222, -1.737, -0.508], [-1.146, -2.524, 0.560], [-0.409, -3.384, 0.961], [-0.863, -1.220, 0.656], [-3.522, -4.277, -1.258], [-1.934, -4.787, -0.642], [-2.038, -3.556, -1.910], [-4.364, -3.618, 1.014], [-3.380, -2.573, 2.058], [-2.847, -4.223, 1.722], [-3.331, -1.091, 0.199], [1.299, -1.819, -4.797], [1.659, -1.141, -3.711], [2.986, -1.109, -3.634], [1.197, 0.101, -3.808], [0.972, -1.978, -2.218], [1.306, -3.346, -2.363], [-0.477, -1.620, -2.256], [1.510, -1.233, -1.061]],
  "relative_energy_kcal_mol": 0.00,
  "s2": 0.75,
  "gap_ev": [8.9384, 7.8826],
  "multiplicity": 2,
  "lumo_ha": [-0.013, -0.050],
  "homo_ev": [-9.3, -9.2],
  "charge": 0,
  "largest_force_ha_per_bohr": 0.016
}

---

# 5
{
  "formula": "C17H18F7N2O4PdS3Si",
  "method": "ωB97M-V/def2-TZVPD",
  "species": ["Pd", "C", "Si", "C", "C", "C", "C", "C", "C", "N", "C", "S", "H", "H", "H", "H", "H", "H", "H", "H", "H", "H", "H", "H", "F", "C", "F", "F", "S", "O", "O", "N", "S", "O", "O", "C", "F", "F", "F", "F", "C", "C", "C", "C", "C", "C", "C", "H", "H", "H", "H", "H", "H"],
  "xyz": [[0.930, 0.158, -0.023], [-3.336, -3.493, -1.347], [-4.183, -1.991, -0.603], [-4.362, -2.168, 1.278], [-5.848, -1.708, -1.427], [-3.182, -0.361, -0.690], [-3.832, 0.874, -0.676], [-3.144, 2.063, -0.473], [-1.776, 2.008, -0.265], [-1.149, 0.841, -0.298], [-1.802, -0.300, -0.521], [-0.677, -1.632, -0.549], [-4.009, -4.349, -1.266], [-2.401, -3.755, -0.851], [-3.123, -3.337, -2.406], [-4.818, -3.127, 1.533], [-4.997, -1.375, 1.677], [-3.388, -2.113, 1.767], [-6.422, -2.637, -1.412], [-5.730, -1.417, -2.472], [-6.447, -0.950, -0.923], [-4.905, 0.903, -0.824], [-3.652, 3.016, -0.456], [-1.172, 2.884, -0.070], [5.413, -0.099, -1.958], [4.342, -0.165, -2.747], [4.350, -1.297, -3.418], [4.329, 0.859, -3.585], [2.857, -0.036, -1.646], [1.636, -0.048, -2.410], [2.948, -1.142, -0.710], [3.167, 1.327, -0.910], [2.081, 2.470, -0.764], [1.061, 2.503, -1.765], [1.575, 2.494, 0.602], [3.139, 3.994, -0.967], [2.392, 4.957, -1.473], [4.140, 3.720, -1.789], [3.615, 4.373, 0.213], [5.656, 0.563, 2.588], [4.387, 0.269, 2.544], [3.465, 1.255, 2.903], [2.136, 0.967, 2.819], [1.693, -0.319, 2.360], [0.340, -0.625, 2.283], [2.687, -1.315, 2.075], [4.016, -1.020, 2.164], [3.812, 2.223, 3.235], [1.399, 1.705, 3.102], [-0.393, 0.072, 2.674], [0.034, -1.653, 2.151], [2.371, -2.310, 1.792], [4.774, -1.755, 1.933]],
  "relative_energy_kcal_mol": 58.41,
  "gap_ev": [6.2154, 5.7469],
  "lumo_ha": [-0.211, -0.227],
  "homo_ev": [-12.0, -11.9],
  "charge": 1,
  "largest_force_ha_per_bohr": 0.098
}

---

# 6
{
  "formula": "C17H18N2O11S",
  "method": "ωB97M-V/def2-TZVPD",
  "species": ["C", "O", "C", "S", "C", "O", "C", "N", "O", "C", "N", "H", "H", "H", "H", "H", "H", "H", "H", "H", "H", "C", "C", "C", "O", "C", "C", "C", "O", "O", "O", "H", "H", "H", "H", "C", "C", "C", "O", "C", "C", "C", "O", "O", "O", "H", "H", "H", "H"],
  "xyz": [[4.330, 6.431, 2.452], [3.008, 6.532, 2.975], [2.019, 6.055, 2.086], [1.926, 7.140, 0.565], [2.117, 4.511, 1.755], [2.240, 4.202, 0.364], [3.506, 3.719, -0.002], [4.040, 4.570, -1.079], [3.326, 2.399, -0.594], [3.538, 1.518, 0.386], [3.725, 0.904, 1.319], [5.025, 6.761, 3.264], [4.530, 7.102, 1.587], [4.640, 5.379, 2.221], [1.045, 6.218, 2.602], [1.373, 6.393, -0.439], [1.159, 4.046, 2.099], [2.912, 4.081, 2.403], [4.262, 3.728, 0.810], [5.026, 4.724, -0.846], [3.629, 5.503, -0.953], [-1.617, -1.407, 1.844], [-1.466, -2.633, 1.328], [-0.565, -2.884, 0.159], [-0.443, -4.018, -0.267], [0.132, -1.742, -0.428], [-0.023, -0.518, 0.087], [-0.901, -0.271, 1.272], [-0.995, 0.860, 1.715], [0.602, 0.550, -0.432], [-2.112, -3.692, 1.832], [-2.262, -1.212, 2.689], [0.766, -1.932, -1.283], [0.326, 1.307, 0.120], [-1.837, -4.455, 1.286], [-4.297, -7.012, -2.918], [-3.860, -6.930, -1.658], [-3.616, -5.610, -0.999], [-3.236, -5.584, 0.158], [-3.842, -4.399, -1.782], [-4.275, -4.480, -3.044], [-4.546, -5.799, -3.695], [-4.957, -5.823, -4.839], [-4.489, -3.384, -3.787], [-3.621, -8.027, -0.922], [-4.480, -7.960, -3.405], [-3.644, -3.451, -1.299], [-4.798, -3.711, -4.654], [-3.318, -7.700, -0.053]],
  "gap_ev": 7.8820,
  "lumo_ha": -0.061,
  "homo_ev": -9.5,
  "charge": 0,
  "largest_force_ha_per_bohr": 0.078,
  "smiles": "CO[C@@H](S)CO[C@H](N)OC#N.O=C1C=C(O)C(=O)C=C1O.O=C1C=C(O)C(=O)C=C1O"
}

---

# 7
{
  "formula": "C17H18N4O",
  "method": "ωB97M-V/def2-TZVPD",
  "species": ["C", "C", "N", "C", "C", "C", "N", "N", "C", "C", "H", "C", "H", "H", "H", "H", "C", "O", "N", "H", "C", "H", "H", "C", "C", "C", "C", "C", "C", "C", "H", "H", "H", "H", "H", "H", "H", "H", "H", "H"],
  "xyz": [[-1.137, 3.012, -2.166], [0.073, 2.377, -1.566], [0.038, 1.087, -1.363], [1.102, 0.505, -0.829], [1.378, -0.815, -0.456], [2.663, -0.755, 0.095], [3.171, 0.468, 0.079], [2.234, 1.234, -0.468], [2.305, 2.571, -0.674], [1.207, 3.163, -1.235], [1.203, 4.224, -1.423], [3.559, 3.259, -0.269], [3.504, 4.322, -0.479], [4.402, 2.820, -0.801], [3.737, 3.101, 0.794], [3.256, -1.562, 0.482], [0.472, -1.965, -0.605], [-0.324, -2.085, -1.512], [0.635, -2.917, 0.366], [1.213, -2.679, 1.157], [-0.414, -3.876, 0.613], [-0.962, -3.978, -0.326], [0.026, -4.839, 0.887], [-1.364, -3.382, 1.723], [-1.824, -1.989, 1.396], [-2.859, -1.781, 0.495], [-3.214, -0.501, 0.115], [-2.538, 0.591, 0.630], [-1.509, 0.396, 1.533], [-1.155, -0.887, 1.912], [-0.347, -1.031, 2.617], [-0.974, 1.243, 1.940], [-2.809, 1.592, 0.327], [-4.015, -0.354, -0.594], [-3.381, -2.631, 0.079], [-2.211, -4.066, 1.790], [-0.836, -3.389, 2.680], [-1.889, 2.249, -2.340], [-0.882, 3.493, -3.109], [-1.535, 3.774, -1.496]],
  "relative_energy_kcal_mol": 25.31,
  "gap_ev": 9.0423,
  "lumo_ha": 0.024,
  "homo_ev": -8.4,
  "charge": 0,
  "largest_force_ha_per_bohr": 0.023,
  "smiles": "Cc1cc(C)n2ncc(C(=O)NCCc3ccccc3)c2n1"
}

---

# 8
{
  "formula": "C17H18N4O2SV",
  "method": "ωB97M-V/def2-TZVPD",
  "species": ["N", "C", "C", "H", "H", "H", "N", "C", "C", "H", "H", "H", "N", "C", "C", "H", "H", "H", "V", "C", "O", "C", "O", "C", "C", "C", "C", "C", "C", "H", "H", "H", "H", "H", "H", "S", "C", "C", "N", "C", "H", "H", "H"],
  "xyz": [[3.993, -1.998, 0.183], [4.240, -1.755, 1.293], [4.760, -1.579, 2.638], [5.766, -2.027, 2.688], [4.083, -2.055, 3.359], [4.810, -0.507, 2.866], [-2.865, 3.591, 2.230], [-3.867, 3.136, 2.654], [-5.139, 2.797, 3.286], [-5.069, 1.909, 3.916], [-5.863, 2.476, 2.547], [-5.524, 3.669, 3.831], [1.654, -1.424, -3.898], [0.938, -0.953, -4.683], [0.140, -0.370, -5.757], [-0.182, 0.643, -5.471], [-0.762, -0.967, -5.960], [0.726, -0.311, -6.687], [-0.847, -0.597, 0.390], [-1.644, 1.466, -0.459], [-1.777, 2.613, -0.603], [-0.248, 1.034, 1.932], [0.021, 2.049, 2.429], [-0.675, -2.175, 1.625], [0.056, -2.282, 0.429], [-0.663, -2.086, -0.780], [-2.042, -1.807, -0.667], [-2.640, -1.357, 0.519], [-1.928, -1.560, 1.712], [-0.196, -2.506, 2.526], [1.110, -2.453, 0.403], [-0.148, -2.084, -1.708], [-2.613, -1.871, -1.557], [-3.600, -0.859, 0.562], [-2.360, -1.223, 2.656], [3.555, 0.886, -1.924], [2.853, 2.374, -1.338], [1.703, 2.131, -0.621], [1.333, 0.778, -0.565], [2.265, 0.040, -1.167], [3.271, 3.354, -1.514], [1.115, 2.900, -0.130], [2.261, -1.040, -1.181]],
  "s2": 0.76,
  "gap_ev": 3.0295,
  "multiplicity": 2,
  "lumo_ha": -0.667,
  "homo_ev": -21.2,
  "charge": 4,
  "largest_force_ha_per_bohr": 0.235
}

---

no.,energy (eV)
1,-94270.7690
2,-24838.3579
3,-29042.0361
4,-69686.0891
5,-91967.4216
6,-54255.1101
7,-25929.6647
8,-64444.5801